No. 1
Below is an isolated ion of composition C23H37F3N3O4S and charge +1 in a non-equilibrium geometry, with properties calculated with ωB97M-V/def2-TZVPD.

Structure (XYZ):
```
71
Properties=species:S:1:pos:R:3:mulliken_charge:R:1
S -1.483 2.973 2.361 1.18
F -3.197 1.004 1.644 -0.17
F -3.230 1.586 3.749 -0.18
F -1.557 0.371 3.079 -0.19
O -1.212 3.533 3.671 -0.61
O 0.418 5.753 1.571 -0.45
O 1.087 6.040 3.660 -0.45
O -2.389 3.812 1.600 -0.62
N -4.272 -2.613 -0.114 0.30
N -0.061 2.619 1.453 0.52
N -0.255 0.334 0.417 -0.24
C 1.698 3.861 2.853 -0.78
C 2.208 -1.339 -2.247 0.35
C 2.884 -1.979 -0.978 -0.63
C 1.193 2.973 1.684 -0.34
C -4.787 -1.915 0.978 -0.48
C -4.267 -2.226 -1.542 -0.93
C 1.364 -2.339 -3.136 -1.06
C -2.413 1.365 2.684 0.63
C 4.180 0.337 -0.657 -0.51
C -3.863 -3.933 1.798 -0.74
C -2.991 -1.341 -1.857 0.33
C 4.424 1.408 0.534 -0.96
C 1.057 5.312 2.724 0.53
C -1.834 -2.120 -2.633 -0.58
C 3.497 2.678 0.246 -1.01
C -4.547 -2.660 2.201 -0.52
C -0.299 1.786 0.218 -0.37
C 0.485 -3.368 -2.337 -1.05
C -0.780 -2.753 -1.630 0.27
C 3.568 -0.953 0.015 -0.67
C 1.988 2.289 0.517 1.38
C 0.927 2.338 -0.645 -0.95
C -3.738 -3.810 0.364 -0.22
H 0.576 3.360 -0.976 0.35
H 5.480 1.771 0.488 0.48
H 2.119 -2.547 -0.370 0.16
H -2.341 -2.893 -3.264 0.29
H 4.436 -1.504 0.486 0.34
H -3.304 -4.492 -0.398 0.43
H -1.365 -1.374 -3.329 0.36
H 3.054 -0.972 -2.904 0.55
H 3.864 3.574 0.809 0.45
H 0.888 5.469 0.764 0.36
H 2.066 1.224 0.893 -0.24
H 1.205 1.750 -1.561 0.37
H 3.568 2.929 -0.853 0.41
H -3.524 -4.782 2.429 0.39
H 1.482 3.395 3.854 0.38
H 4.162 0.927 1.520 0.38
H -2.628 -0.896 -0.894 -0.51
H -1.182 -0.074 0.540 0.18
H -0.527 -2.049 -0.787 -0.04
H -4.342 -3.142 -2.185 0.39
H -3.307 -0.491 -2.517 0.44
H 1.608 -0.405 -2.014 -0.62
H 2.033 -2.873 -3.864 0.37
H -5.169 -1.585 -1.715 0.31
H 0.112 -4.159 -3.053 0.44
H 0.670 -1.707 -3.765 0.33
H 0.168 -0.047 -0.432 -0.07
H -1.228 2.008 -0.370 0.43
H 5.200 0.112 -1.058 0.46
H 2.845 -0.753 0.848 0.41
H 3.506 0.851 -1.385 0.29
H 1.081 -3.938 -1.565 0.37
H 3.587 -2.777 -1.360 0.43
H -4.807 -2.388 3.245 0.40
H -5.275 -0.919 0.959 0.41
H -1.322 -3.619 -1.146 0.04
H 2.806 3.992 2.691 0.32
```

Results
F_max = 0.1130 hartree/bohr
E_tot = -56087.88799 eV
Charge = +1
SMILES = N[C@@H]1C[C@@H](CCCCCCCCCCCCn2cccc2)C(CC(=O)O)=[N+]1S(=O)(=O)C(F)(F)F
Kohn-Sham gap = 4.748 eV

No. 2
Below is one molecule with the formula C23H37F3O4S2Si in a non-equilibrium geometry, with properties calculated with ωB97M-V/def2-TZVPD.

Structure (XYZ):
```
70
Properties=species:S:1:pos:R:3:nbo_charge:R:1
S -1.116 1.142 -4.548 1.69
S -2.358 4.613 -2.493 -0.04
Si 1.956 -3.663 0.331 1.66
F -0.529 -0.072 0.716 -0.36
F 1.330 1.164 0.166 -0.38
F -2.305 -2.938 -3.290 -0.38
O -1.498 1.032 -6.006 -0.87
O -0.848 4.685 2.631 -0.56
O -1.819 -0.090 -3.680 -0.71
O -1.897 2.519 -3.998 -0.71
C 0.827 -2.967 4.600 -0.22
C 3.364 -2.399 2.780 -0.22
C -1.152 -0.424 -2.439 0.09
C -2.343 -1.070 -1.532 -0.46
C -1.301 3.077 -2.801 -0.01
C 0.870 -3.387 3.099 -0.22
C 1.300 -1.080 -0.666 -0.46
C -4.493 -1.614 -3.084 -0.67
C 2.120 -3.098 2.180 -0.48
C 0.268 5.295 1.939 -0.07
C 2.081 -2.261 5.212 -0.23
C -1.068 2.962 -0.217 -0.43
C 1.239 -5.434 0.248 -1.13
C 0.596 -2.494 -0.432 -0.89
C -0.369 0.774 -1.697 -0.33
C -1.299 2.062 -1.513 -0.27
C 0.210 3.980 -0.332 -0.41
C 0.998 4.161 1.050 -0.44
C -0.391 4.048 3.850 -0.27
C 0.353 0.214 -0.361 0.74
C -3.153 -2.193 -2.396 0.22
C 3.311 -1.983 4.297 -0.22
C 3.645 -3.533 -0.573 -1.13
H -0.476 -1.329 -2.689 0.22
H 3.870 -4.581 -0.994 0.25
H -0.263 -2.516 0.316 0.25
H -0.242 3.457 -3.011 0.21
H 1.007 5.833 2.631 0.18
H 1.539 -0.998 -1.796 0.22
H 4.231 -1.457 4.744 0.22
H -3.129 -0.306 -1.222 0.23
H 0.268 -3.020 -1.411 0.24
H -0.088 -3.148 5.257 0.23
H -5.389 -2.179 -2.664 0.22
H 0.928 3.490 -1.097 0.20
H -4.592 -0.472 -2.967 0.22
H -0.839 2.367 0.750 0.24
H 1.212 3.194 1.614 0.23
H 0.739 3.890 3.912 0.18
H -2.393 1.682 -1.460 0.23
H 1.928 -6.230 0.693 0.25
H 2.095 -1.945 6.319 0.23
H -1.958 -1.614 -0.612 0.24
H -0.941 3.033 3.911 0.19
H 0.548 1.133 -2.313 0.25
H -0.720 4.644 4.775 0.18
H -0.115 6.102 1.204 0.19
H -3.520 -2.950 -1.600 0.16
H 3.605 -2.720 -1.370 0.25
H 4.472 -3.336 0.207 0.25
H 4.281 -2.172 2.121 0.23
H -4.431 -1.823 -4.209 0.24
H 2.300 -1.019 -0.110 0.24
H -0.068 -3.896 2.663 0.22
H -1.571 5.744 -2.649 0.15
H -0.088 4.991 -0.775 0.21
H 1.006 -5.658 -0.861 0.24
H 0.215 -5.417 0.782 0.24
H 2.035 4.603 0.778 0.20
H -1.984 3.598 0.093 0.25
```

Results
F_max = 0.0851 hartree/bohr
E_tot = -70333.37558 eV
Charge = 0
Kohn-Sham gap = 9.235 eV

No. 3
Below is C23H37N2O10P3STeW as an isolated structure in a non-equilibrium geometry, with properties calculated with ωB97M-V/def2-TZVPD.

Structure (XYZ):
```
78
Properties=species:S:1:pos:R:3:mulliken_charge:R:1
W 0.000 -0.856 -0.268 1.58
Te 1.557 0.998 0.735 -0.04
S -2.610 0.268 -0.238 1.36
P 0.509 -2.418 2.925 1.05
P 1.678 -3.709 0.548 0.92
P 1.377 -1.063 -2.351 1.69
O 2.760 -4.628 0.145 -0.86
O 1.480 -2.394 -0.204 -0.61
O -1.695 0.099 0.908 -0.64
O -0.113 -3.509 3.731 -0.96
O -1.256 -2.377 -0.995 -0.57
O -3.733 -0.608 -0.357 -0.72
O -2.536 -3.059 -2.722 -0.71
O -0.231 -1.844 1.733 -0.64
O 1.024 -1.272 3.894 -0.68
O 0.298 -4.490 0.610 -0.66
N -1.525 0.138 -1.437 -0.13
N 2.132 -4.551 3.034 -0.04
C 1.281 0.293 -3.603 -0.85
C -2.020 -0.735 -2.523 -0.72
C -4.533 2.172 -0.426 -0.64
C -2.332 2.903 0.284 -0.25
C 0.572 2.001 2.333 -0.05
C 1.666 -2.850 -4.535 -1.58
C 0.531 3.981 3.720 -0.59
C 3.174 -1.388 -2.279 -0.90
C 0.995 1.699 -3.056 -1.07
C -1.983 -2.203 -2.083 0.58
C 3.315 -2.414 2.377 -1.52
C -0.540 1.512 3.018 0.42
C 2.031 -3.221 2.274 0.39
C 4.007 -0.460 -1.398 -0.94
C 1.103 3.242 2.690 -0.79
C -0.576 3.488 4.404 -0.60
C -4.687 5.885 0.367 -1.50
C -4.151 4.491 0.155 1.01
C 0.821 -2.519 -3.304 -0.66
C -2.817 4.191 0.427 -1.08
C -1.109 2.256 4.051 -1.03
C -3.201 1.904 -0.137 -0.03
C -4.996 3.470 -0.279 -0.76
H -3.881 6.611 0.481 0.35
H 0.798 -3.354 -2.608 0.20
H -0.208 -2.341 -3.601 0.41
H 2.340 -5.318 2.396 0.38
H -1.020 4.065 5.207 0.39
H -1.296 2.669 0.512 0.33
H 3.503 -1.324 -3.316 0.64
H 4.149 -2.949 1.916 0.45
H 3.190 -1.464 1.859 0.00
H -6.034 3.694 -0.500 0.40
H -5.317 6.195 -0.468 0.38
H 0.954 4.943 3.989 0.40
H -5.187 1.367 -0.739 0.54
H 3.705 -0.540 -0.356 -0.11
H 2.228 0.299 -4.141 0.54
H 3.287 -2.417 -1.946 0.49
H 3.549 -2.188 3.421 0.50
H 5.063 -0.739 -1.457 0.43
H -1.975 1.867 4.573 0.47
H 2.844 -4.518 3.755 0.35
H 0.088 1.720 -2.462 0.07
H 0.506 0.009 -4.318 0.68
H 1.188 -4.628 3.474 0.38
H -5.301 5.920 1.270 0.32
H -3.035 -0.487 -2.815 0.50
H 3.920 0.589 -1.700 0.27
H -2.150 4.978 0.765 0.36
H 0.878 2.409 -3.878 0.44
H -1.380 -0.608 -3.392 0.19
H 1.809 2.052 -2.421 0.24
H 1.021 -0.379 3.510 0.29
H 2.612 -3.319 -4.261 0.33
H 1.886 -1.964 -5.139 0.32
H -0.995 0.572 2.737 0.55
H -0.494 -3.929 0.496 0.52
H 1.966 3.631 2.156 0.36
H 1.121 -3.550 -5.169 0.46
```

Results
F_max = 0.0435 hartree/bohr
E_tot = -95735.07872 eV
Charge = 0
Kohn-Sham gap (spin up / spin down) = 7.031 / 6.750 eV